No. 1
Density functional theory data (ωB97M-V with the def2-TZVPD basis set) for C25H48P2W as an isolated structure.

```
76
Properties=species:S:1:pos:R:3
W -0.33663 -0.58710 -0.54966
C -1.77689 1.59860 0.77285
C -2.16585 0.77968 -0.36798
C -2.12512 -0.50956 1.58398
C -1.83161 0.83752 1.92599
C -2.40480 -0.59325 0.19457
C -1.64940 3.07229 0.72054
H -1.29386 3.50823 -0.22891
H -0.98758 3.48579 1.48774
H -2.62226 3.56533 0.88739
C -1.60388 1.34246 3.31558
H -0.84901 2.14526 3.35876
H -1.24551 0.53556 3.98515
H -2.54166 1.73447 3.76470
C -2.25225 -1.67278 2.47945
H -3.28411 -1.96154 2.67593
H -1.79102 -1.52732 3.45463
H -1.76458 -2.55210 2.06025
C -3.05566 -1.72375 -0.48784
H -4.09382 -1.50131 -0.72806
H -2.97895 -2.62984 0.12759
H -2.56456 -1.99414 -1.40721
C -3.14002 1.33221 -1.42801
H -4.21245 1.44160 -1.12203
H -3.17506 0.68383 -2.31168
H -2.82380 2.33792 -1.78012
C 1.31177 0.36274 -1.13965
C 0.07804 1.26415 -1.40595
C -0.38736 1.47236 -2.79585
C -1.05723 0.26737 -3.51465
C -0.97246 -0.92571 -2.61516
C 0.24187 -1.62311 -2.40056
C 1.53301 -1.18861 -3.19174
C 2.09514 -0.07352 -2.38298
H 0.51421 1.73871 -3.35650
H -0.64834 0.11830 -4.51934
H -1.13036 2.28566 -2.79860
H 2.20892 0.85368 -2.98849
H 2.08756 0.96356 -0.62544
H 0.18552 2.22494 -0.85984
H 3.13440 -0.33897 -2.06333
H 2.25659 -2.00947 -3.28770
H 0.20965 -2.72283 -2.18351
H 1.28286 -0.85082 -4.21947
H -2.12376 0.43195 -3.65900
H -1.84357 -1.63374 -2.83067
P 1.85428 2.36688 1.10399
C 1.73507 3.10584 2.78495
H 2.59549 3.80762 2.90071
H 1.76506 2.27751 3.52991
H 0.75855 3.64414 2.85648
C 3.56567 1.57977 1.18457
H 4.32676 2.38651 1.32432
H 3.80802 1.01376 0.24980
H 3.56589 0.84541 2.03033
C 2.05957 3.74183 -0.05103
H 2.13056 3.37893 -1.09412
H 2.95973 4.31296 0.19548
H 1.17936 4.39798 0.00513
P 0.65636 -2.90613 0.50337
C -0.45779 -4.17205 -0.17837
H 0.12231 -4.95613 -0.69328
H -1.16670 -3.70212 -0.88661
H -1.04312 -4.60044 0.66926
C 2.24937 -2.95387 -0.45952
H 2.02578 -2.65272 -1.49053
H 2.67355 -3.98440 -0.45787
H 2.95779 -2.19848 -0.05067
C 1.25273 -3.66868 2.09178
H 1.83028 -4.59684 1.85925
H 0.36688 -3.91797 2.71353
H 1.90199 -2.94746 2.62834
C 0.87782 -0.30980 1.43435
H 1.95346 -0.50533 1.53511
H 0.39532 -1.12576 2.08440
H 0.69390 0.57430 2.13169
```

Computed properties:
total energy	-47083.7458	eV
lowest unoccupied orbital energy (alpha / beta)	-6.906 / -8.816	eV
spin multiplicity	3
orbital gap (alpha / beta)	6.50 / 4.67	eV
expectation value of S²	2.0356
charge	+2

Table of Löwdin atomic charges, one value per atom, all in e: 1.562 -0.209 -0.301 -0.212 -0.211 -0.381 -0.014 0.088 0.061 0.126 -0.005 0.058 0.092 0.118 -0.015 0.115 0.088 0.055 -0.029 0.121 0.089 0.032 -0.004 0.118 0.064 0.087 -0.413 -0.335 -0.173 -0.156 -0.315 -0.289 -0.147 -0.213 0.113 0.127 0.110 0.121 0.016 0.056 0.125 0.117 0.091 0.129 0.093 0.143 0.994 -0.210 0.085 0.072 0.048 -0.193 0.081 0.060 0.065 -0.208 0.073 0.078 0.064 0.805 -0.254 0.071 0.022 0.069 -0.221 -0.007 0.076 0.064 -0.215 0.077 0.055 0.056 -0.290 -0.003 -0.004 -0.005

***

No. 2
Density functional theory data (ωB97M-V with the def2-TZVPD basis set) for C37H41Br2Cl2MoN3O2Si as an isolated structure.

```
89
Properties=species:S:1:pos:R:3
Mo -1.45607 10.23647 19.04625
Br -4.52320 7.45704 16.04297
C -4.84950 9.14362 16.73181
C -6.07720 9.77400 16.41078
C -6.33485 11.05236 16.87137
Br -7.94374 11.83833 16.39954
C -5.34336 11.75854 17.71047
C -5.63286 13.04034 18.25794
C -4.56765 13.64991 18.90139
C -3.39306 12.94355 19.11268
N -3.10886 11.70599 18.65936
C -4.14080 11.11903 17.93809
C -3.94832 9.76441 17.57973
O -2.71682 9.27562 17.94762
H -6.82677 9.20317 15.89346
H -6.58150 13.58202 18.01613
H -4.63275 14.58816 19.36920
H -2.57593 13.47454 19.61337
O -0.62209 10.26082 16.89484
C 0.60262 10.91652 16.52233
C 0.28873 12.34280 16.16842
C -0.42747 13.18408 17.22618
C 0.25757 13.03646 18.59217
C 1.26785 13.97154 18.85279
C 1.94248 14.01053 20.04542
C 1.62911 12.97014 20.90506
C 0.67303 12.02057 20.56179
N -0.05194 12.05467 19.44709
H -0.71548 9.36568 16.53242
H 0.95260 10.42987 15.66100
H 1.25776 10.84458 17.33048
H -0.32664 12.38604 15.29731
H 1.28342 12.77727 15.78954
H -1.46204 12.77554 17.15033
H -0.40336 14.22695 16.96326
H 1.32017 14.80026 18.14094
H 2.53432 14.82756 20.39332
H 2.20256 12.81246 21.79504
H 0.53868 11.24398 21.33851
C 0.06274 9.05847 19.78697
Si 0.34092 8.53748 21.56009
C -1.11938 9.49154 22.12935
N -2.20216 9.71382 21.14106
C -3.10116 10.80860 21.47073
C -3.79034 10.63921 22.86253
C -4.09011 9.19035 23.16320
C -4.26718 8.46522 21.85023
C -3.02614 8.36151 21.04017
C 0.16187 6.69561 21.55623
C -0.34067 6.04267 22.68160
C -0.71676 4.69874 22.61050
C -0.53674 3.93407 21.44999
C 0.11810 4.52031 20.35973
C 0.41863 5.87842 20.43971
C 1.94396 9.06826 22.53854
C 3.09318 8.31559 22.08469
C 4.32611 8.37190 22.84067
C 4.36991 9.26420 23.90468
C 3.28792 10.01071 24.28081
C 2.08421 9.87798 23.62409
H -0.60038 8.17466 19.61262
H 0.88466 8.70577 19.15341
H -0.71007 10.46326 22.41985
H -1.52085 9.18495 23.09965
H -3.88560 10.84539 20.75853
H -2.46268 11.67619 21.53923
H -4.67088 11.22854 22.66483
H -3.16764 11.23129 23.57302
H -5.09737 9.05238 23.57817
H -3.45194 8.63927 23.76701
H -5.12508 8.89495 21.31341
H -4.67450 7.42916 21.97682
H -3.20719 8.21461 19.99666
H -2.27075 7.57126 21.27199
H -0.52120 6.61077 23.61545
H -1.17481 4.26665 23.53194
H -0.76961 2.86020 21.46399
H 0.44345 3.97800 19.54837
H 0.83320 6.21855 19.51235
H 2.90357 7.59020 21.23391
H 5.12276 7.75980 22.49061
H 5.31302 9.33831 24.47242
H 3.37143 10.68110 25.17724
H 1.15559 10.32808 23.98318
Cl 0.01375 7.32923 16.43784
C -0.11411 6.62683 14.84732
Cl -1.64357 6.85874 14.02107
H -0.06926 5.51659 14.95669
H 0.75306 6.89931 14.26724
```

Computed properties:
total energy	-222448.3061	eV
lowest unoccupied orbital energy (alpha / beta)	-6.725 / -6.484	eV
spin multiplicity	3
orbital gap (alpha / beta)	6.47 / 6.90	eV
expectation value of S²	2.0206
charge	+2

Table of Löwdin atomic charges, one value per atom, all in e: 1.739 0.874 -0.612 -0.144 -0.614 0.890 -0.155 0.037 -0.014 -0.119 -0.029 -0.168 -0.315 -0.304 0.103 0.114 0.107 0.125 -0.213 -0.196 -0.159 -0.119 -0.250 0.008 0.002 -0.012 -0.119 0.009 -0.014 0.119 0.102 0.114 0.162 0.104 0.117 0.136 0.126 0.116 0.072 -0.360 0.627 -0.250 -0.265 -0.218 -0.132 -0.175 -0.185 -0.105 -0.280 -0.100 -0.070 -0.049 -0.053 -0.099 -0.242 -0.058 -0.040 -0.089 -0.090 -0.140 0.026 0.032 0.076 0.103 0.094 0.110 0.115 0.130 0.131 0.090 0.129 0.149 0.088 0.120 0.118 0.124 0.119 0.084 0.081 0.108 0.097 0.125 0.133 0.104 0.642 -1.009 0.544 0.049 0.039

***

No. 3
Density functional theory data (ωB97M-V with the def2-TZVPD basis set) for an isolated ion of composition C6H5N2OS2 and charge -1.

```
16
Properties=species:S:1:pos:R:3
C -1.78323 1.02873 -0.17356
C -2.11283 -0.32633 0.04936
C -0.37748 1.09598 -0.13747
C -0.92073 -1.03926 0.07281
C 1.58119 -0.62667 -0.00974
C 3.59543 0.28855 -0.01449
N 2.34401 0.42530 0.05505
N 0.13529 -0.13040 0.05127
O 1.84197 -1.78906 -0.06676
S 4.61353 1.57279 -0.01500
S 4.42361 -1.35776 0.03469
H -2.59808 1.67934 -0.28685
H -3.16686 -0.65694 0.04816
H 0.29244 2.01047 -0.20498
H -0.82090 -2.05387 0.12524
H 5.62347 -0.78722 0.57733
```

Computed properties:
total energy	-33002.3508	eV
lowest unoccupied orbital energy	3.324	eV
orbital gap	7.46	eV
structure (SMILES)	[O-]/C(=N\C(=S)S)n1cccc1
charge	-1

Table of natural (NBO) atomic charges, one value per atom, all in e: -0.352 -0.307 -0.025 -0.079 0.812 0.012 -0.675 -0.394 -0.610 -0.284 -0.080 0.206 0.201 0.236 0.209 0.132

***

Among the records above, which one has the lowest charge? C6H5N2OS2